This record from the OMol25 dataset describes C3HO3Sc as an isolated structure. The level of theory is the ωB97M-V functional and the def2-TZVPD basis.

## Properties
* F_max: 7.94 eV/Å
* DFT total energy: -29948.8612 eV
* HOMO-LUMO gap (spin up / spin down): 9.4 / 5.8 eV

```
! RIJCOSX wB97M-V def2-TZVPD def2/J DEFGRID3
* xyz 2 1
H -1.848 -0.038 1.961
O -3.220 -0.346 -0.807
C -2.397 -0.091 -0.007
C -1.494 0.141 0.939
O -0.270 0.636 0.720
C 3.435 -0.266 -1.115
O 4.372 -0.706 -1.538
Sc 1.423 0.669 -0.154
*
```